Entry 1:
Computed, not measured: C4H14N2O2 as an isolated structure, with ωB97M-V with the def2-TZVPD basis set.

Last column: Mulliken charge in e.
Cartesian coordinates (Å):
O1 1.05694 -0.00116 -2.35033  -0.379
H1 -0.80548 2.30411 1.33413  0.403
H2 2.79900 0.04945 -1.40985  0.356
C1 1.80396 -0.41531 -1.30298  -0.395
C2 0.02052 1.58071 1.34482  -0.488
H3 0.99035 -0.29603 0.96954  0.453
N1 -0.33118 0.37870 2.05513  -0.409
O2 -0.99014 -0.98424 -1.94872  -0.509
H4 0.95603 2.01318 -0.62714  0.483
C3 0.42300 1.22084 -0.09124  -0.569
H5 -1.84333 -1.04882 2.20792  0.297
H6 -1.71762 -0.28192 0.60249  0.204
H7 -0.05232 -2.32750 0.65795  0.144
H8 -0.45726 0.96920 -0.68759  0.309
N2 1.31675 0.04818 0.02144  0.073
H9 1.89428 -1.50751 -1.28024  0.396
H10 0.88331 2.02234 1.85189  0.366
H11 -0.01271 -0.52240 -2.24350  0.383
H12 -0.39433 -2.40785 -0.01413  -0.129
H13 -1.46714 -1.26422 -2.73552  0.296
H14 -2.43169 0.58537 1.96328  0.352
C4 -1.64094 -0.11510 1.68265  -0.637

lowest unoccupied orbital energy (spin up / spin down)	-7.62 / -8.11	eV
spin multiplicity	2
orbital gap (spin up / spin down)	6.70 / 6.39	eV
total charge	+1
ΔE to the lowest compared entry with this formula, charge and spin	7.848	eV

=====

Entry 2:
Computed, not measured: C38H29F3GeN3O2Pd as an isolated structure, with ωB97M-V with the def2-TZVPD basis set.

Last column: Mulliken charge in e.
Cartesian coordinates (Å):
Pd1 -0.36570 1.18443 -0.57638  0.399
N1 -2.41742 0.47853 -0.27172  0.769
H1 0.45806 -0.06380 -2.79704  0.483
C1 -0.88117 -3.49399 3.34989  -0.561
H2 -4.25346 6.10653 1.31553  0.403
H3 -2.50689 0.50336 1.78090  0.459
C2 0.21876 -3.17040 -4.08813  -0.527
F1 -5.64376 -3.15742 0.36657  -0.223
C3 0.34965 -1.13520 -2.80353  -0.591
H4 5.00837 -2.98686 0.33372  0.408
H5 -4.47688 -1.13433 -2.36926  0.510
C4 -1.56572 4.30064 0.24289  0.672
H6 -4.08716 3.12684 -1.78457  0.463
C5 4.35027 -2.24294 0.76695  -0.692
C6 -4.67189 -1.10537 -0.22827  0.442
C7 4.81160 -1.41578 1.78274  -0.633
H7 3.97590 0.20206 -1.15781  0.459
H8 -2.54765 -4.84663 3.44896  0.391
C8 0.27557 -1.84941 -1.60301  0.361
F2 -6.86019 -1.38149 0.56903  -0.267
C9 -2.34660 5.24005 0.96979  -0.992
H9 0.18907 -3.67725 -5.04615  0.378
C10 -2.98042 0.12846 0.88422  -0.738
C11 2.19280 -1.15333 0.82896  -0.108
C12 0.15612 -3.90019 -2.91016  -0.737
C13 2.42743 2.18536 -0.33231  0.433
H10 7.76503 1.94539 -0.15675  0.397
C14 5.94641 0.94548 -0.71531  -0.647
H11 -0.49770 -3.76927 4.32521  0.422
H12 0.08735 -4.98157 -2.94212  0.414
C15 -2.52265 -3.73899 1.60867  -0.785
C16 -1.85170 -2.78841 0.84907  0.231
C17 -4.07421 -0.78193 -1.43092  -1.073
H13 -2.47562 0.35431 -2.32096  0.617
H14 -4.56116 -0.89287 1.90947  0.488
O1 -1.55609 2.77739 -1.61921  -0.854
C18 -0.68278 -2.18493 1.32001  -0.139
C19 -4.31694 4.59678 -0.25287  -0.524
C20 4.56351 1.01865 -0.75628  -0.484
H15 4.32843 0.19979 3.11396  0.444
F3 -6.41952 -2.17339 -1.39891  -0.288
C21 6.03109 3.12645 0.30081  -0.709
H16 -3.42151 -4.20754 1.22320  0.435
H17 6.60358 3.95122 0.70844  0.400
C22 -2.19549 3.53363 -0.83176  0.888
C23 -4.11842 -0.65125 0.95197  -0.812
H18 5.82919 -1.51308 2.14221  0.399
O2 1.83507 1.27739 -0.95648  -0.785
H19 0.25492 4.92487 1.22112  0.325
C24 -2.95081 0.02654 -1.40834  -0.370
C25 2.67165 -0.32350 1.84908  -0.125
H20 0.12810 -3.82707 -0.77050  0.456
C26 3.97011 -0.45510 2.32799  -0.762
N2 0.54397 3.20188 0.10079  0.669
H21 0.70933 -2.10937 2.95815  0.334
C27 3.90885 2.14273 -0.26418  0.589
H22 4.12609 4.06772 0.64596  0.476
N3 1.83348 3.26231 0.28166  -0.935
H23 -5.38217 4.71353 -0.41998  0.388
Ge1 0.35191 -0.95933 0.18176  1.188
H24 0.39651 -1.21124 -4.94729  0.416
H25 6.45129 0.06250 -1.08997  0.420
H26 -1.85760 5.83654 1.73199  0.353
C28 -3.61156 3.70998 -1.00439  -0.329
C29 3.04816 -2.11384 0.29294  -0.176
H27 2.02065 0.43779 2.27204  0.376
C30 -2.03562 -4.09206 2.86207  -0.724
C31 4.64637 3.19976 0.26634  -0.234
C32 6.68275 1.99950 -0.18762  -0.425
C33 -5.91011 -1.96012 -0.17992  0.683
H28 -2.21808 -2.53885 -0.14316  0.798
C34 -0.20803 -2.54808 2.58259  -0.739
C35 -0.20199 4.17404 0.57181  -0.662
C36 0.32306 -1.78666 -4.03225  -0.793
C37 0.18507 -3.24378 -1.68372  0.026
H29 2.69848 -2.76475 -0.50173  0.288
C38 -3.67933 5.38893 0.74351  -0.507

lowest unoccupied orbital energy (spin up / spin down)	-0.51 / -1.92	eV
spin multiplicity	2
orbital gap (spin up / spin down)	6.92 / 6.04	eV

=====

Entry 3:
Computed, not measured: a 6-piece molecular cluster, C26H40F16O6 overall, with ωB97M-V with the def2-TZVPD basis set.

Last column: Mulliken charge in e.
Cartesian coordinates (Å):
H1 -2.79501 5.75286 7.13312  0.282
C1 4.96830 -7.26655 -5.76253  0.856
H2 -1.29498 8.55743 -2.24764  0.254
C2 -2.94951 8.50913 -3.42835  -0.372
H3 -3.28223 7.65906 -2.83271  0.310
H4 -0.89788 7.16706 -4.93423  0.261
C3 0.04270 0.71748 -3.25818  -0.441
H5 0.20663 1.38086 -4.10739  0.268
O1 5.90520 -7.97999 -4.89857  -0.343
F1 3.96169 -7.98938 -6.15448  -0.248
H6 -1.37262 0.18039 -1.84093  0.231
F2 4.04375 -6.32443 -3.74727  -0.250
F3 5.67363 -6.79033 -6.83646  -0.281
C4 -1.60922 9.19159 -3.07662  -0.544
O2 -2.79502 8.11084 -4.76066  -0.424
H7 8.09472 1.60349 2.27258  0.192
F4 6.78774 -10.84477 -1.87850  -0.288
F5 -5.81189 -0.41884 2.26597  -0.254
C5 5.41172 2.55733 3.60745  -0.429
C6 6.44843 -10.33933 -4.26437  0.859
O3 1.06670 0.84923 -2.26540  -0.390
H8 6.02293 -9.49589 -6.15235  0.377
C7 -8.76139 -5.05931 1.40648  1.028
C8 -0.60580 2.24246 -1.57912  -0.469
H9 0.51254 5.03304 5.39203  0.334
C9 -1.18562 1.07814 -2.43015  -0.510
H10 -1.07231 2.41147 -0.60860  0.338
H11 7.16498 1.64624 4.41285  0.323
H12 -1.63696 3.51860 8.54953  0.282
H13 0.26074 9.02812 -4.20978  0.287
C10 -8.78248 -4.25453 2.73545  -0.992
H14 -2.05929 1.26309 -3.05513  0.353
H15 -1.18139 8.30031 -6.22055  0.328
H16 6.24971 -9.04407 -2.53645  0.235
C11 6.55289 -9.12131 -5.27660  -0.773
F6 -10.11176 -6.65452 0.25179  -0.250
H17 1.13382 1.73255 -0.43247  0.222
F7 -7.57728 -5.73799 1.27727  -0.308
C12 -1.67416 3.94951 7.54901  -0.527
H18 -0.44975 2.76972 6.22018  0.326
H19 -9.57807 -3.51026 2.77007  0.398
H20 5.39451 2.96134 4.61967  0.282
H21 -5.48706 -1.86069 3.47056  0.206
F8 -8.15040 -1.73412 1.69860  -0.284
O4 5.82264 3.49648 2.64499  -0.416
C13 0.88502 1.95249 -1.47065  -0.340
H22 7.43032 3.53836 1.42960  0.300
F9 -8.67193 -4.12515 0.51316  -0.278
H23 -0.76641 3.11792 -2.20830  0.180
C14 6.59268 2.87448 1.64347  -0.424
H24 0.42212 3.84856 7.34349  0.234
H25 6.62011 0.65885 1.60499  0.346
C15 -10.04107 -5.96243 1.36571  0.119
F10 -7.93506 -1.51351 3.79499  -0.285
C16 -7.42311 -2.15991 2.76279  0.903
O5 -7.52219 -3.55459 2.93274  -0.373
F11 -11.22004 -5.35389 1.34615  -0.272
C17 -0.46265 3.74027 6.71615  -0.410
C18 7.01478 1.46349 2.22538  -0.432
H26 4.42398 2.19943 3.31696  0.278
C19 -0.47537 4.98022 5.84957  -0.492
C20 -1.83876 5.44891 7.55891  -0.449
C21 6.47315 1.50775 3.58201  -0.457
H27 5.17989 -5.33594 -4.87769  0.223
H28 -10.20164 -6.57539 2.25260  0.267
F12 -5.41396 -2.60939 1.64221  -0.225
H29 -1.15144 4.94196 4.99541  0.279
H30 -1.78999 10.20707 -2.72417  0.298
F13 3.30306 -5.49647 -5.61007  -0.249
H31 6.03788 2.69570 0.72243  0.223
H32 -1.86083 5.81838 8.58413  0.296
H33 -3.66659 9.32917 -3.39074  0.195
C22 6.94187 -9.83857 -2.81535  0.174
O6 -0.78747 6.02600 6.74963  -0.400
H34 7.59085 -8.93319 -5.55110  0.372
H35 -2.61089 3.56879 7.14196  0.246
H36 1.55531 2.71010 -1.87666  0.259
H37 0.03454 -0.26629 -3.72749  0.300
C23 -1.38773 8.11259 -5.16685  -0.443
H38 5.85411 0.61891 3.70388  0.213
H39 -0.99985 10.17042 -4.91278  0.276
F14 5.19724 -10.71968 -4.09804  -0.263
H40 -8.87153 -4.96367 3.55843  0.473
C24 -0.79260 9.22746 -4.40683  -0.425
F15 7.20694 -11.39618 -4.76248  -0.298
C25 4.37921 -6.06064 -5.02541  0.145
C26 -6.00534 -1.74800 2.51831  0.128
F16 8.14961 -9.38587 -2.71232  -0.248

lowest unoccupied orbital energy	0.49	eV
structure (SMILES)	FC(F)C(F)(F)COC(F)(F)C(F)F.FC(F)C(F)(F)COC(F)(F)C(F)F.C1CCOC1.C1CCOC1.C1CCOC1.C1CCOC1
spin multiplicity	1
orbital gap	10.04	eV